No. 1
Molecular formula: C7H11NO2S
Method: DFT, the ωB97M-V functional and the def2-TZVPD basis

Computed properties:
Largest force on an atom = 3.90 eV/A
HOMO = -0.264 hartree
Kohn-Sham gap = 0.28336 Ha
Net charge = 0
E_tot = -23854.5105 eV
Energy relative to the best compared isomer or geometry (same formula, charge and spin) = 2.407 eV

Atoms and positions in Å:
S -1.851 -1.052 -1.480
O 0.661 -2.422 0.275
O 1.721 2.231 -0.677
N 0.793 -0.039 -0.119
C -1.430 -0.464 1.150
C 2.725 -1.197 -0.323
C 1.754 0.881 -0.536
C 1.416 -1.269 0.056
C 2.983 0.193 -0.602
C -1.122 0.038 -0.191
C -1.325 1.501 -0.465
H 3.901 0.656 -1.124
H -2.540 -0.626 1.362
H -0.865 1.617 -1.442
H -1.241 0.293 1.847
H -0.671 2.046 0.326
H 3.535 -2.002 -0.344
H 0.616 -2.977 -0.527
H -1.462 -2.058 -0.785
H -2.343 1.714 -0.561
H 2.594 2.648 -0.641
H -0.958 -1.363 1.442

***

No. 2
Molecular formula: C7H11NO2S2
Method: DFT, the ωB97M-V functional and the def2-TZVPD basis

Computed properties:
Largest force on an atom = 4.41 eV/A
HOMO = -0.328 hartree
Kohn-Sham gap = 0.34678 Ha
Net charge = 0
E_tot = -34689.7861 eV
Energy relative to the best compared isomer or geometry (same formula, charge and spin) = 3.679 eV

Atoms and positions in Å:
S -1.265 -1.130 1.595
S 0.533 0.599 -1.858
O 1.305 0.009 -2.909
O -0.228 1.750 -2.249
N 1.250 0.121 0.680
C -0.569 -0.600 -0.937
C -2.286 0.187 0.502
C 1.888 -1.101 0.903
C -1.043 1.120 0.682
C 1.717 0.854 -0.498
C -0.136 -0.144 0.508
C -2.094 -0.470 -0.859
H -0.024 -1.511 -1.063
H -2.424 0.217 -1.631
H 1.468 -1.289 1.842
H -2.706 -1.480 -0.948
H 2.960 -1.095 1.001
H 2.704 0.491 -0.772
H 1.603 1.873 -0.371
H -3.236 0.299 0.876
H -1.003 1.900 -0.012
H -0.982 1.629 1.674
H 1.602 -1.832 0.159

***

No. 3
Molecular formula: C7H11NO3
Method: DFT, the ωB97M-V functional and the def2-TZVPD basis

Computed properties:
Largest force on an atom = 17.60 eV/A
HOMO = -0.356 hartree
Kohn-Sham gap = 0.37600 Ha
Net charge = 0
E_tot = -15062.4780 eV
Energy relative to the best compared isomer or geometry (same formula, charge and spin) = 8.165 eV

Atoms and positions in Å:
O 1.913 2.119 -0.189
O 3.035 -0.733 0.537
O 1.058 -2.635 -0.050
N -0.316 -0.751 -0.552
C 1.961 -0.320 -0.282
C -1.590 -1.330 -0.080
C 1.192 0.871 0.152
C -0.222 0.684 -0.459
C -1.352 1.099 0.499
C 0.862 -1.369 -0.323
C -2.348 -0.042 0.125
H -0.004 1.128 -1.630
H -1.251 -2.228 1.077
H -2.951 0.068 0.908
H 1.353 2.930 -0.500
H 2.748 -1.581 0.752
H -1.764 1.960 0.331
H 0.910 0.600 0.904
H -2.980 0.658 -0.653
H -0.671 1.032 1.554
H -2.096 -2.175 -0.658
H 2.515 0.015 -1.462

***

No. 4
Molecular formula: C7H11NO4
Method: DFT, the ωB97M-V functional and the def2-TZVPD basis

Computed properties:
Largest force on an atom = 4.22 eV/A
HOMO = -0.338 hartree
Kohn-Sham gap = 0.36599 Ha
SMILES string = CO[C@@H]1C=C[C@](OC)(C(N)=O)O1
Net charge = 0
E_tot = -17114.7079 eV
Energy relative to the best compared isomer or geometry (same formula, charge and spin) = 2.483 eV

Atoms and positions in Å:
O -2.338 0.908 -0.567
O -2.960 -1.772 1.022
O 1.556 -1.055 0.733
O -0.210 -0.048 -0.511
N -1.785 -2.005 -0.906
C 0.782 0.057 0.511
C -2.179 -1.412 0.183
C -1.188 0.428 1.558
C -1.728 2.165 -0.759
C 0.090 0.453 1.770
C -1.501 0.066 0.111
C 2.502 -1.371 -0.301
H -2.050 -3.035 -0.942
H -2.120 0.802 1.939
H -0.820 2.076 -1.186
H 3.061 -0.553 -0.673
H 3.131 -2.255 0.025
H -1.062 -1.516 -1.450
H -1.621 2.828 0.167
H 1.514 0.680 -0.053
H 0.599 0.868 2.659
H -2.456 2.682 -1.259
H 1.949 -1.528 -1.289

***

No. 5
Molecular formula: C7H11NS
Method: DFT, the ωB97M-V functional and the def2-TZVPD basis

Computed properties:
Largest force on an atom = 4.51 eV/A
HOMO = -0.301 hartree
Kohn-Sham gap = 0.31552 Ha
SMILES string = C=C(C)[C@H](C)/C=N\C=S
Net charge = 0
E_tot = -19759.5801 eV
Energy relative to the best compared isomer or geometry (same formula, charge and spin) = 3.030 eV

Atoms and positions in Å:
S 3.068 0.478 -0.905
N 0.764 -0.356 -1.777
C -0.118 1.913 0.189
C 0.869 0.124 1.594
C -1.035 -0.341 -0.209
C -0.204 0.641 0.560
C -1.748 -1.344 0.531
C 1.644 0.643 -1.695
C -0.077 -0.987 -1.107
H -1.742 0.166 -0.917
H 0.452 2.628 0.840
H -0.657 2.188 -0.668
H 0.595 -0.099 2.634
H 1.639 1.503 -2.395
H -2.731 -1.074 0.875
H -1.905 -2.097 -0.248
H 1.217 -0.827 1.178
H 1.624 0.849 1.489
H -1.355 -1.913 1.463
H -0.300 -2.096 -1.433

***

No. 6
Molecular formula: C7H11O
Method: DFT, the ωB97M-V functional and the def2-TZVPD basis

Computed properties:
Largest force on an atom = 2.27 eV/A
HOMO (spin up / spin down) = -0.323 / -0.266 hartree
Kohn-Sham gap (spin up / spin down) = 0.33489 / 0.21323 Ha
Net charge = 0
Spin multiplicity = 2
E_tot = -9477.3253 eV
Energy relative to the best compared isomer or geometry (same formula, charge and spin) = 3.918 eV

Atoms and positions in Å:
O 1.694 -2.248 -2.905
C 1.201 -1.102 -2.424
C 0.418 -1.181 -1.120
C -0.616 1.267 2.938
C -1.713 2.068 2.487
C -0.813 1.357 1.433
C -0.701 0.105 0.714
C -0.018 0.176 -0.584
H -0.661 0.678 -1.313
H 0.565 -0.600 -3.182
H -2.778 1.842 2.557
H -0.717 -0.703 1.427
H -0.239 2.169 0.988
H 0.868 0.829 -0.528
H 1.990 -0.331 -2.332
H -0.442 -1.839 -1.277
H -0.949 0.349 3.420
H 0.996 -1.690 -0.348
H 0.339 1.633 3.297

***

No. 7
Molecular formula: C7H12
Method: DFT, the ωB97M-V functional and the def2-TZVPD basis

Computed properties:
Largest force on an atom = 2.57 eV/A
HOMO (spin up / spin down) = -0.278 / -0.225 hartree
Kohn-Sham gap (spin up / spin down) = 0.31883 / 0.24757 Ha
Net charge = 0
E_tot = -7447.8074 eV
Energy relative to the best compared isomer or geometry (same formula, charge and spin) = 5.624 eV

Atoms and positions in Å:
C 0.331 -1.025 -0.479
C 0.455 0.552 -2.596
C -0.518 -0.809 2.108
C -0.542 -0.548 0.571
C 0.443 0.199 2.477
C -0.705 0.783 -0.192
C 0.480 0.325 -1.096
H -0.218 -1.852 2.259
H -0.539 1.697 0.379
H 0.490 1.622 -2.834
H 1.498 0.050 2.276
H 1.308 0.070 -3.088
H 0.776 -2.002 -0.647
H -1.652 0.837 -0.743
H -1.519 -0.664 2.517
H 1.382 0.772 -0.627
H 0.120 1.164 2.851
H -0.463 0.135 -3.025
H -1.127 -1.306 -0.111

***

No. 8
Molecular formula: C7H12
Method: DFT, the ωB97M-V functional and the def2-TZVPD basis

Computed properties:
Largest force on an atom = 0.55 eV/A
HOMO = -0.306 hartree
Kohn-Sham gap = 0.32105 Ha
Net charge = 0
E_tot = -7449.3214 eV
Energy relative to the best compared isomer or geometry (same formula, charge and spin) = 4.110 eV

Atoms and positions in Å:
C -1.934 0.061 0.105
C -0.598 0.536 -2.050
C 0.502 -0.522 0.105
C -1.253 -0.788 -1.924
C 1.645 0.102 2.350
C -0.727 -0.049 -0.657
C 0.730 0.518 1.209
H -1.227 1.389 -2.289
H -2.324 -0.871 -2.085
H 1.379 -0.625 -0.548
H 1.278 -0.817 2.822
H 0.305 -1.504 0.552
H 0.402 0.562 -2.476
H -0.697 -1.690 -2.169
H 1.657 0.884 3.119
H 1.080 1.454 0.751
H 2.677 -0.068 2.026
H -0.263 0.726 1.628
H -2.631 0.702 -0.471